1.
{"formula": "C12H33Br2O10P", "method": "ωB97M-V/def2-TZVPD", "elements": ["H", "H", "H", "H", "H", "C", "H", "Br", "H", "H", "H", "H", "P", "H", "H", "C", "H", "H", "O", "O", "C", "H", "C", "O", "C", "C", "H", "H", "H", "O", "O", "H", "H", "C", "H", "C", "Br", "C", "C", "H", "O", "O", "H", "H", "O", "O", "H", "C", "H", "O", "C", "H", "H", "H", "H", "H", "H", "H"], "xyz": [[3.05, 2.41, -0.86], [-1.93, 1.23, 3.03], [-1.93, -4.21, 4.41], [-2.65, -0.14, 4.72], [-0.83, -0.09, 2.53], [-2.94, -3.80, 4.31], [-4.50, 0.70, 6.98], [0.78, 4.70, -1.54], [-1.70, 7.55, -8.84], [1.85, 1.93, -5.76], [4.40, -6.49, 0.19], [-2.16, -1.48, -0.55], [-0.02, -2.20, -0.57], [2.15, -0.71, -2.21], [3.31, -0.06, -0.77], [2.18, -0.24, -1.12], [3.32, 1.58, -4.59], [-0.97, 6.00, -8.36], [1.42, -0.61, 1.33], [-1.49, -1.55, 0.20], [2.67, 2.43, -5.08], [3.43, 3.09, -5.73], [-1.44, 6.91, -7.99], [-3.19, -2.88, 5.35], [1.80, 3.27, -2.56], [1.86, -1.52, 2.39], [-3.04, -3.30, 3.34], [2.38, -2.12, 0.16], [-5.95, 0.70, 5.94], [-0.53, 7.60, -7.15], [-0.16, -2.31, -2.16], [2.11, -6.44, 0.23], [1.88, -0.88, 3.40], [-5.08, 1.28, 6.25], [1.13, -2.45, 2.50], [2.46, 1.97, -1.80], [1.08, 5.11, -4.85], [-1.79, 0.14, 3.00], [3.83, -5.65, -0.21], [3.25, 1.37, -2.43], [-1.79, -0.36, 4.32], [2.56, -5.60, 0.42], [-2.60, -0.33, 2.43], [-4.80, 2.05, 4.49], [1.44, 1.05, -1.20], [-4.26, 1.54, 5.12], [4.36, -4.72, 0.00], [1.93, 3.45, -4.03], [1.05, -4.19, -0.19], [0.11, -3.86, 0.02], [1.55, -1.28, 0.02], [-3.66, -4.62, 4.37], [2.96, -1.93, 2.26], [3.69, -5.76, -1.28], [-2.34, 6.67, -7.43], [-5.39, 2.22, 6.70], [-2.53, -2.17, 5.26], [-0.32, 7.01, -6.41]], "largest_force_ha_per_bohr": 0.10922, "multiplicity": 1, "e_above_lowest_kcal_mol": 129.76, "molar_mass_g_mol": 528.2, "e_tot_ev": -182821.3506, "charge": 0, "e_homo_ev": -9.28}



2.
{"formula": "C12H33ClI2InP3", "method": "ωB97M-V/def2-TZVPD", "elements": ["H", "C", "H", "P", "C", "H", "Cl", "C", "H", "C", "H", "H", "H", "H", "H", "P", "H", "H", "H", "H", "H", "H", "H", "H", "H", "H", "In", "C", "I", "C", "H", "H", "C", "I", "H", "H", "H", "C", "H", "H", "C", "H", "C", "C", "C", "H", "H", "H", "H", "H", "P", "H"], "xyz": [[-2.80, 1.03, -3.51], [-2.69, 2.06, -0.68], [-3.47, 2.80, -0.87], [-1.40, 2.25, -1.97], [3.10, -1.77, -2.82], [-2.07, -2.75, 2.71], [1.90, 1.95, -4.29], [-2.10, -0.11, 2.72], [2.21, -2.64, 0.03], [-2.31, 2.00, -3.53], [-1.61, 2.05, -4.36], [-1.38, -4.02, 1.72], [3.02, -1.38, 1.00], [2.34, -2.57, -2.86], [1.82, -0.59, 4.25], [2.81, -0.72, -1.35], [-3.05, 2.81, -3.60], [-4.24, -0.33, 2.99], [-3.81, 0.53, 1.52], [4.44, 0.76, -0.32], [-2.26, 2.24, 0.31], [0.13, -1.13, 4.26], [-1.94, 0.89, 3.17], [1.58, 0.02, 1.78], [0.17, -2.28, 0.62], [1.35, -1.95, 3.23], [1.05, 1.06, -2.29], [4.37, 0.23, -1.28], [-0.97, -1.04, -2.06], [-3.52, -0.29, 2.17], [-0.84, 4.43, -1.04], [-1.81, -0.84, 3.48], [-0.82, -2.05, 1.07], [1.01, 2.36, 0.32], [-0.39, 4.30, -2.77], [4.39, 0.96, -2.10], [3.02, -1.16, -3.73], [0.74, 0.01, 2.50], [-1.56, -2.13, 0.24], [-3.62, -1.22, 1.60], [1.01, -0.98, 3.61], [4.10, -2.21, -2.75], [-1.18, -3.04, 2.16], [3.02, -1.90, 0.03], [-1.16, 4.06, -2.03], [0.63, 1.02, 2.90], [5.21, -0.47, -1.38], [-0.36, -3.18, 2.87], [3.97, -2.44, -0.08], [-3.11, 1.05, -0.72], [-0.80, -0.21, 1.42], [-2.11, 4.50, -2.32]], "largest_force_ha_per_bohr": 0.07025, "multiplicity": 1, "e_above_lowest_kcal_mol": 0.00, "molar_mass_g_mol": 674.4, "e_tot_ev": -74729.7085, "charge": 2, "e_homo_ev": [-15.35, -15.26]}



3.
{"formula": "C12H33CrN3O7P", "method": "ωB97M-V/def2-TZVPD", "elements": ["Cr", "N", "H", "H", "H", "H", "C", "C", "H", "C", "H", "H", "H", "O", "H", "H", "H", "H", "P", "H", "C", "H", "H", "H", "H", "H", "O", "H", "C", "C", "C", "C", "N", "H", "H", "H", "C", "H", "C", "H", "C", "O", "O", "H", "H", "H", "N", "O", "H", "H", "O", "H", "O", "H", "C", "H", "H"], "xyz": [[-0.63, 1.64, -0.07], [1.54, 1.48, 0.93], [-3.66, -1.21, 0.01], [2.73, -0.76, 0.45], [-0.39, -0.80, -4.98], [-2.96, -1.62, 3.09], [1.26, 1.03, -5.94], [2.36, 0.76, 1.97], [0.64, 1.84, -6.35], [-0.33, 0.17, -4.46], [4.55, -2.27, 0.70], [-1.66, -2.99, 4.61], [2.20, 1.58, 0.16], [-2.11, 2.82, -1.15], [-4.23, -0.18, 1.31], [-2.35, -0.22, -1.70], [-1.08, 0.83, -4.92], [1.85, 1.79, 3.87], [-1.51, 3.82, -0.08], [5.10, -2.62, 2.30], [-0.64, -0.06, -2.98], [0.95, 0.81, -2.27], [-0.86, -1.35, 0.02], [3.33, 1.26, 2.00], [-0.16, -0.74, 1.27], [0.62, 0.66, 3.31], [0.94, 0.77, -4.61], [2.29, 1.37, -6.02], [4.20, -2.38, 1.74], [-2.12, -1.72, 2.39], [-2.14, -0.15, -2.76], [2.57, -0.68, 1.53], [-0.88, -0.49, 0.58], [1.48, 2.46, 1.24], [-2.56, -1.01, -3.30], [-2.25, -2.62, 1.77], [-0.79, -2.85, 3.96], [-0.62, -3.76, 3.38], [-2.10, -0.51, 1.45], [0.04, -2.70, 4.65], [-3.37, -0.38, 0.65], [3.72, -1.15, 2.23], [-0.92, -1.72, 3.14], [-2.62, 0.78, -3.09], [-2.06, 0.39, 2.06], [-0.16, 1.89, -2.58], [-0.05, 0.99, -2.10], [0.01, 3.62, -0.38], [-0.21, -1.00, -2.64], [-3.38, 0.52, 0.03], [-1.61, 2.84, 1.17], [2.08, 0.10, 4.01], [-2.11, 5.20, -0.05], [3.45, -3.17, 1.86], [1.69, 0.86, 3.32], [1.73, -1.31, 1.83], [1.18, 0.14, -6.58]], "largest_force_ha_per_bohr": 0.04122, "multiplicity": 5, "e_above_lowest_kcal_mol": 21.94, "molar_mass_g_mol": 414.4, "e_tot_ev": -69495.7588, "charge": -1, "e_homo_ev": [-1.67, -3.10]}



4.
{"formula": "C12H33CrO9", "method": "ωB97M-V/def2-TZVPD", "elements": ["H", "H", "C", "H", "C", "H", "O", "O", "H", "C", "C", "C", "H", "H", "O", "H", "H", "O", "O", "H", "C", "H", "C", "H", "H", "H", "H", "Cr", "C", "H", "H", "O", "H", "O", "C", "H", "H", "H", "H", "H", "O", "H", "H", "H", "C", "C", "H", "C", "H", "H", "O", "H", "H", "H", "H"], "xyz": [[0.25, -2.97, 0.40], [1.31, -2.32, 3.63], [-0.08, -1.58, -4.60], [0.78, 0.18, -3.50], [2.27, -0.33, 2.89], [-0.80, -2.08, -2.62], [-0.09, 2.73, 4.16], [-1.53, -0.33, 0.11], [-1.44, 0.10, 3.23], [2.85, -1.82, -1.26], [-1.07, 1.78, 4.52], [-0.52, 3.46, -2.04], [0.49, -2.51, -4.55], [-0.64, 1.07, 5.23], [0.53, -0.52, -5.41], [3.89, -2.15, -1.17], [-0.89, 2.53, -2.46], [0.70, -2.27, -0.09], [0.83, 2.19, -0.26], [-0.90, -1.95, -5.21], [1.92, -2.85, -0.47], [0.82, -0.83, 4.38], [-3.78, 0.00, -0.56], [-1.57, 1.02, 1.39], [2.52, -3.14, 0.39], [-1.85, 2.43, 4.90], [2.97, 0.38, 3.33], [0.59, -0.10, -0.14], [-1.80, 1.11, 3.37], [3.46, 0.11, -0.98], [-3.58, 0.92, -0.01], [-1.44, 1.67, 2.09], [1.04, 4.14, -0.82], [1.31, 0.29, 2.10], [0.74, 3.19, -1.25], [2.93, -0.85, 2.21], [1.53, 2.98, -1.98], [-1.25, 3.97, -1.42], [0.23, 3.20, 4.93], [-2.95, -1.16, 1.00], [0.34, -0.23, -2.76], [1.80, -3.79, -1.02], [-1.66, -0.71, -3.34], [-0.38, 4.11, -2.91], [1.67, -1.33, 3.93], [-0.69, -1.21, -3.27], [-2.73, -1.90, -0.66], [-2.74, -0.99, -0.06], [2.71, -1.93, -2.34], [0.09, -0.53, -6.27], [2.70, -0.45, -0.78], [-2.87, 0.95, 3.52], [-3.72, 0.18, -1.63], [2.49, -1.55, 4.61], [-4.82, -0.31, -0.50]], "largest_force_ha_per_bohr": 0.07916, "multiplicity": 5, "e_above_lowest_kcal_mol": 70.28, "molar_mass_g_mol": 373.4, "e_tot_ev": -59822.6474, "charge": -1, "e_homo_ev": [-2.70, -3.06]}